Record 1
This record from the OMol25 dataset describes C28H29ClNO5S5SeTi as an isolated structure in a non-equilibrium geometry. The level of theory is wB97M-V/def2-TZVPD.

Frontier orbital gap (spin up / spin down), Eh: 0.1652 / 0.2327
Lowest unoccupied orbital energy (spin up / spin down), eV: 2.0369 / 2.0365
Multiplicity: 3
Total charge: -1
HOMO (spin up / spin down), eV: -2.458 / -4.296
Energy relative to the best compared isomer or geometry (same formula, charge and spin), kcal per mole: 28.2

```
71
C28H29ClNO5S5SeTi | the OMol25 dataset | wB97M-V/def2-TZVPD
Ti 0.6264 -1.3742 -0.6654
C 1.3178 1.3008 3.5822
C 0.5646 2.6090 3.2804
S -0.3570 2.4853 1.7341
C -0.6871 4.2340 1.3968
C -1.1585 4.4039 -0.0572
S -0.2348 3.4883 -1.3306
C 1.4307 4.0606 -0.9563
C 2.5179 3.2429 -1.6618
S 2.7309 1.4968 -1.1727
C 3.7925 1.7158 0.2867
C 3.0842 1.9625 1.6185
S 2.1519 0.5133 2.1673
H 0.6397 0.5210 3.9314
H 2.0537 1.5009 4.3619
H 1.2804 3.4293 3.1808
H -0.1075 2.8491 4.1062
H 0.2281 4.8039 1.5797
H -1.4599 4.6127 2.0682
H -1.1756 5.4628 -0.3185
H -2.1708 4.0106 -0.1696
H 1.5762 4.0038 0.1218
H 1.5046 5.1056 -1.2702
H 3.4778 3.7348 -1.4942
H 2.3356 3.2112 -2.7377
H 4.4688 2.5442 0.0732
H 4.3846 0.8033 0.3387
H 2.3860 2.7901 1.5113
H 3.8202 2.2147 2.3880
Cl 5.9194 -6.0719 0.3326
C 4.8565 -4.6895 0.1213
C 5.2559 -3.4531 0.6229
C 4.3950 -2.3655 0.4603
C 3.1809 -2.4867 -0.1799
O 2.3648 -1.4007 -0.3099
C 2.7715 -3.7589 -0.7012
C 1.5488 -3.9519 -1.3662
O 0.6453 -3.0194 -1.5997
C 3.6577 -4.8552 -0.5215
H 6.2066 -3.3468 1.1292
H 4.6629 -1.3983 0.8685
H 1.3219 -4.9432 -1.7461
H 3.3622 -5.8308 -0.8908
O -2.3729 -1.0330 -3.6486
S -0.7907 -0.4755 -3.8724
O -0.9440 0.9196 -4.2580
N -0.2667 -0.5137 -2.3213
C -1.1221 -0.1014 -1.3430
O -0.5587 -0.0302 -0.1838
C -2.5424 0.0856 -1.5333
C -3.3527 0.6277 -0.5396
C -4.7171 0.7456 -0.7414
C -5.2825 0.3167 -1.9406
C -4.4866 -0.2380 -2.9272
C -3.1261 -0.3672 -2.7144
H -2.8876 0.9194 0.3962
H -5.3455 1.1598 0.0387
H -6.3516 0.4022 -2.0986
H -4.9061 -0.6039 -3.8579
Se -0.1542 -2.5431 1.4412
C -2.0259 -2.6318 1.0320
C -2.9539 -2.2651 2.0116
C -4.3194 -2.3148 1.7569
C -4.7879 -2.7162 0.5108
C -3.8724 -3.0699 -0.4726
C -2.5057 -3.0349 -0.2165
H -2.5858 -1.9286 2.9748
H -5.0210 -2.0250 2.5340
H -5.8526 -2.7514 0.3088
H -4.2243 -3.3724 -1.4543
H -1.8144 -3.3259 -0.9939
```

***

Record 2
This record from the OMol25 dataset describes C2F12K5N3O18S8 as an isolated structure in a non-equilibrium geometry. The level of theory is wB97M-V/def2-TZVPD.

Frontier orbital gap, Eh: 0.1686
Lowest unoccupied orbital energy, eV: -4.0458
HOMO, eV: -8.634
Energy relative to the best compared isomer or geometry (same formula, charge and spin), kcal per mole: 0.0

```
48
C2F12K5N3O18S8 | the OMol25 dataset | wB97M-V/def2-TZVPD
K 12.1861 -16.9090 5.6830
K 13.3216 -18.6385 10.7238
K 13.9812 -13.1664 10.4029
K 19.6229 -15.5644 8.1893
K 16.7345 -20.6074 9.7733
N 16.0844 -12.2695 11.9479
S 17.2932 -13.3501 11.7002
O 18.3996 -13.1953 12.5554
O 17.4800 -13.6870 10.3356
F 16.4785 -14.6176 12.2593
S 16.8541 -10.8797 11.8284
O 17.4327 -10.7015 10.5429
O 17.4848 -10.4163 13.0073
F 15.5546 -9.9268 11.7405
N 16.1866 -20.5366 2.5784
S 16.5297 -21.8620 1.7339
O 15.7248 -22.9904 2.0563
O 17.9152 -22.0634 1.4468
F 15.9753 -21.3839 0.3089
S 17.2843 -20.5368 3.7606
O 18.2644 -19.5228 3.5866
O 17.6654 -21.7745 4.3587
F 16.3072 -19.9514 4.9081
N 15.7314 -18.2187 9.1107
S 15.6947 -17.8741 7.5431
O 16.9200 -17.7502 6.8944
O 14.6422 -17.0262 7.0693
F 15.1305 -19.3049 7.1180
S 16.1792 -16.7353 9.7259
O 15.2012 -15.7121 9.7882
O 17.5184 -16.4217 9.4836
F 16.2049 -17.2536 11.2242
C 16.1875 -13.2640 7.0354
F 15.9884 -13.6947 5.7900
F 15.2533 -13.8269 7.8526
F 17.3799 -13.7382 7.4533
S 16.0662 -11.3855 7.1104
O 15.2438 -11.1089 8.2774
O 17.4339 -10.9713 7.1404
O 15.3846 -11.1327 5.8558
C 19.6192 -17.8500 12.6855
F 20.4685 -16.9340 13.1707
F 19.5286 -18.8611 13.5700
F 18.4046 -17.2795 12.5533
S 20.2728 -18.4836 11.0916
O 20.1711 -17.3822 10.1464
O 21.6141 -18.8840 11.3942
O 19.3903 -19.6102 10.7726
```

***

Record 3
This record from the OMol25 dataset describes C28H78F3K2O34P8 as an isolated structure in a non-equilibrium geometry. The level of theory is wB97M-V/def2-TZVPD.

Frontier orbital gap (spin up / spin down), Eh: 0.2363 / 0.1376
Lowest unoccupied orbital energy (spin up / spin down), eV: -7.1146 / -9.8005
Multiplicity: 2
Total charge: +2
HOMO (spin up / spin down), eV: -13.546 / -13.546

```
153
C28H78F3K2O34P8 | the OMol25 dataset | wB97M-V/def2-TZVPD
K -1.0184 0.4713 5.6781
K -3.4445 2.9377 3.4660
C -0.6777 1.1311 1.7550
O -1.7781 0.3190 1.3973
O -0.8664 1.4667 3.1080
C 0.8095 0.6847 1.2116
F 1.2409 -0.5123 1.6370
F 0.8102 0.6922 -0.1370
F 1.7703 1.6665 1.4365
C -1.7714 -1.1177 1.4175
C -1.8840 -1.6612 0.0293
H -2.7968 -1.1774 -0.3183
H -1.0389 -1.3476 -0.5836
H -2.1815 -2.7094 -0.0004
H -2.7438 -1.2008 1.9029
H -0.9691 -1.5304 2.0291
H -0.8775 2.1043 1.3066
C 4.2169 -0.8074 -0.0233
O 5.2950 0.0536 -0.2448
P 6.5832 -0.1902 -1.2280
O 6.4746 -0.8604 -2.5475
O 7.5398 -1.0186 -0.1805
C 8.7269 -1.5600 -0.6688
O 7.3152 1.2658 -1.2596
C 7.7779 1.7390 -0.0365
H 3.7455 -1.0055 -0.9858
H 3.4834 -0.2565 0.5655
H 4.5412 -1.6986 0.5140
H 8.4275 -2.5897 -0.8644
H 9.3870 -1.5371 0.1983
H 9.3082 -1.0245 -1.4193
H 7.8933 1.1129 0.8482
H 7.0300 2.4788 0.2488
H 8.8008 2.1151 -0.0186
C 3.1282 2.8118 -1.0149
O 3.1206 3.6584 0.1153
P 3.2541 5.2905 0.1062
O 4.1231 5.7993 -1.0277
O 3.9429 5.5681 1.5523
C 5.0840 4.8020 1.8225
O 1.7743 5.8738 0.0932
C 0.8560 5.5004 1.0911
H 2.2282 2.7719 -1.6285
H 3.2266 1.7421 -0.8300
H 3.9502 2.9996 -1.7056
H 5.9623 5.4446 1.8834
H 5.4998 4.0950 1.1046
H 5.0769 4.3346 2.8072
H 0.4133 4.6426 0.5850
H 0.1875 6.3499 0.9515
H 1.0913 5.2675 2.1296
C -8.7224 -2.0834 3.1425
O -7.4526 -1.5076 2.7032
P -6.2008 -2.3761 2.3990
O -5.8114 -3.3642 3.4282
O -6.5651 -3.0143 0.9476
C -6.5139 -4.5241 0.7248
O -5.2213 -1.1797 2.0576
C -5.5935 -0.0378 1.2040
H -8.5098 -3.0407 3.6184
H -9.4545 -2.1018 2.3351
H -9.1979 -1.4748 3.9116
H -6.8211 -5.1084 1.5921
H -5.4749 -4.7623 0.4968
H -7.0895 -4.7625 -0.1696
H -5.5913 0.9463 1.6726
H -6.6127 -0.1909 0.8491
H -5.0880 0.0613 0.2434
C 1.0038 -5.8898 5.7227
O 0.9069 -4.4317 5.5355
P -0.0014 -3.7873 4.4003
O 0.0571 -2.2956 4.2919
O 0.4853 -4.5610 3.0570
C 1.4051 -3.8980 2.1297
O -1.5236 -4.4216 4.5990
C -2.5120 -4.0942 3.7215
H 1.9708 -6.1492 5.2919
H 0.1525 -6.4428 5.3257
H 0.9657 -6.1914 6.7694
H 0.8655 -3.1822 1.5095
H 1.9125 -4.6795 1.5641
H 2.0889 -3.2772 2.7085
H -2.3128 -4.1055 2.6499
H -2.8746 -3.1163 4.0385
H -3.3158 -4.7870 3.9705
C -5.0723 6.0484 -4.2961
O -3.9096 5.2370 -3.9354
P -3.0989 5.3104 -2.5551
O -2.3663 6.5667 -2.2325
O -4.2865 4.7987 -1.4797
C -4.8502 3.5254 -1.5109
O -2.0489 4.0513 -2.6258
C -1.5340 3.5761 -1.3483
H -4.8944 6.7659 -5.0972
H -5.2857 6.7166 -3.4617
H -5.8575 5.4087 -4.6990
H -5.8629 3.8047 -1.2201
H -4.4087 2.9888 -0.6711
H -4.7075 3.0040 -2.4574
H -1.6916 2.4975 -1.3435
H -2.0918 3.9509 -0.4901
H -0.4613 3.7446 -1.2535
C -7.8187 -2.7044 -2.5590
O -6.6390 -2.1284 -3.1779
P -6.4480 -0.5945 -3.5487
O -6.7311 0.4320 -2.5321
O -4.8472 -0.6154 -4.0616
C -3.7651 -0.3778 -3.1152
O -7.2642 -0.4392 -4.9077
C -6.9107 0.6021 -5.8755
H -7.5582 -3.1547 -1.6012
H -8.3776 -3.3322 -3.2530
H -8.4376 -1.8649 -2.2423
H -4.0384 -0.4802 -2.0650
H -3.2451 0.5590 -3.3156
H -3.0248 -1.1476 -3.3333
H -6.5894 0.1371 -6.8075
H -5.9888 1.1055 -5.5841
H -7.5507 1.4478 -6.1272
C 4.5527 1.6883 3.0093
O 5.3876 1.2197 4.0316
P 6.9325 0.8593 3.7853
O 7.7702 0.2517 4.8771
O 6.6660 -0.0775 2.5268
C 6.5836 -1.5694 2.7249
O 7.4192 2.2612 3.1905
C 8.2156 3.0672 4.0259
H 4.9500 2.0221 2.0508
H 3.9295 2.5049 3.3738
H 3.7946 0.9399 2.7781
H 6.5062 -2.0014 3.7227
H 7.4206 -1.9296 2.1268
H 5.6271 -1.9919 2.4172
H 8.5715 4.0245 3.6453
H 9.1042 2.6097 4.4609
H 7.6035 3.4209 4.8556
C 3.5224 -2.2043 -4.4493
O 2.3914 -2.2701 -5.3409
P 0.9529 -2.5373 -4.6275
O 0.9899 -3.3752 -3.3660
O 0.3193 -1.0348 -4.4601
C -0.0483 -0.6264 -3.1690
O 0.0783 -3.1811 -5.8460
C 0.4254 -4.5320 -6.2491
H 3.3169 -1.4242 -3.7163
H 4.4084 -1.8039 -4.9422
H 3.7064 -3.1900 -4.0220
H -0.8009 0.1557 -3.0700
H 0.7490 -0.2244 -2.5438
H -0.3219 -1.4824 -2.5521
H 1.3352 -4.9022 -5.7766
H 0.6065 -4.4423 -7.3202
H -0.4040 -5.2182 -6.0777
```

***

Record 4
This record from the OMol25 dataset describes one molecule with the formula C6H11P in a non-equilibrium geometry. The level of theory is wB97M-V/def2-TZVPD.

SMILES: C#CP(CC)CC
Frontier orbital gap, Eh: 0.3598
Lowest unoccupied orbital energy, eV: 1.1304
HOMO, eV: -8.660
Energy relative to the best compared isomer or geometry (same formula, charge and spin), kcal per mole: 44.6

```
18
C6H11P | the OMol25 dataset | wB97M-V/def2-TZVPD
C 0.8513 -1.1239 -3.0032
C 0.5314 -0.9564 -1.8814
C -2.1520 -0.5997 1.0181
C 2.5681 0.5644 0.4700
C -1.6086 -0.5972 -0.4433
C 0.9609 0.5509 0.4639
P 0.2585 -1.0613 -0.1641
H 0.9139 -1.2938 -4.0697
H -1.9660 -1.5202 1.4908
H -1.6581 0.2065 1.5670
H -3.3431 -0.5140 0.9409
H 2.6572 0.1540 1.4103
H 2.9298 0.1024 -0.4015
H 2.9906 1.6620 0.6080
H -1.6833 0.4690 -0.7055
H -2.0675 -1.2253 -1.1625
H 0.6591 1.3208 -0.2528
H 0.5564 0.6306 1.4324
```

***

Record 5
This record from the OMol25 dataset describes a 4-piece molecular cluster, C3H13NO4 overall in a non-equilibrium geometry. The level of theory is wB97M-V/def2-TZVPD.

Frontier orbital gap, Eh: 0.1860
Lowest unoccupied orbital energy, eV: -4.5660
HOMO, eV: -9.627
Energy relative to the best compared isomer or geometry (same formula, charge and spin), kcal per mole: 193.3

```
21
C3H13NO4 | the OMol25 dataset | wB97M-V/def2-TZVPD
O -2.1560 1.1815 -0.3734
C -1.5203 0.0014 -0.1732
C -0.3013 -0.1131 -1.1647
C 0.0058 -1.5994 -1.2790
N 0.8430 0.6298 -0.7538
H -2.2638 -0.7520 -0.4297
H -1.1850 -0.0835 0.8850
H -0.7550 -2.1851 -1.7860
H 0.1976 -1.9361 -0.2592
H 0.9549 -1.6480 -1.8200
H 0.4739 1.5338 -0.3354
H 1.2790 0.1486 0.0292
H 1.6830 -1.1399 1.2708
H -0.6262 0.3246 -2.1138
O 2.3671 -1.4621 0.5209
H -1.4331 1.8511 -0.0261
H -0.3673 3.2087 0.5819
O -0.2755 2.2474 0.6601
H 2.9818 -2.1048 0.8948
H 0.1979 -0.4411 2.6705
O 0.4689 -0.9304 1.8940
```

***

Record 6
This record from the OMol25 dataset describes one molecule with the formula C7H12 in a non-equilibrium geometry. The level of theory is wB97M-V/def2-TZVPD.

SMILES: C=CCC(=C)CC
Frontier orbital gap, Eh: 0.3813
Lowest unoccupied orbital energy, eV: 1.0847
HOMO, eV: -9.292
Energy relative to the best compared isomer or geometry (same formula, charge and spin), kcal per mole: 30.8

```
19
C7H12 | the OMol25 dataset | wB97M-V/def2-TZVPD
C -1.8731 0.7962 2.0068
C -1.0269 1.0004 0.7801
C -0.0374 -0.0687 0.4176
C 0.1306 -1.1733 1.1256
C 0.8173 0.3087 -0.7852
C 1.4346 -0.7963 -1.5782
C 1.9219 -0.6655 -2.8068
H -1.3680 0.5814 2.9433
H -2.5891 -0.0182 1.8211
H -2.5925 1.5984 2.2018
H -1.6951 1.1177 -0.0779
H -0.5009 1.9621 0.7635
H 0.7379 -2.0252 0.8367
H -0.5577 -1.3889 1.9422
H 0.1597 0.8995 -1.4156
H 1.5919 0.9487 -0.3389
H 1.3167 -1.8108 -1.2089
H 2.3183 -1.5425 -3.2946
H 1.8118 0.2763 -3.3328
```